Record 1
Computed, not measured: one molecule with the formula C2H4ClNS at a distorted geometry, with ωB97M-V with the def2-TZVPD basis set.

## Properties
Structure (SMILES): CS/C=N/Cl
HOMO energy in eV: -9.1
Relative energy (zero: lowest compared OMol25 entry of this formula, charge and spin) in eV: 2.679
Strongest force on any atom in eV/Å: 3.5

The geometry in ORCA input format:
```
! RIJCOSX wB97M-V def2-TZVPD def2/J DEFGRID3
* xyz 0 1
C -1.89548 -0.29237 0.36386
S -0.42851 0.70753 -0.39571
C 1.29540 0.36231 -0.56876
N 1.99845 -0.48170 0.07105
Cl 3.66673 -0.10375 0.06629
H -2.76031 0.08101 -0.29299
H -1.61702 -1.37210 0.36274
H -2.07176 -0.00840 1.46247
H 1.81249 1.10748 -1.06896
*
```

Here are the natural (NBO) charges for atoms 1 to 4, given in e: -0.68, 0.16, -0.06, -0.43

***

Record 2
Computed, not measured: C11H11Cl2O5W as an isolated structure at a distorted geometry, with ωB97M-V with the def2-TZVPD basis set.

## Properties
HOMO energy (alpha / beta) in eV: -12.0 / -12.6
Strongest force on any atom in eV/Å: 6.0

The geometry in ORCA input format:
```
! RIJCOSX wB97M-V def2-TZVPD def2/J DEFGRID3
* xyz 1 3
W 0.77062 -2.30262 0.02144
C -2.22126 4.59049 0.70533
O -1.85774 3.37154 1.33576
C -1.06402 2.53254 0.60063
C -0.24565 2.91002 -0.44853
C 0.48968 1.93573 -1.12629
C 0.41540 0.56349 -0.77537
C 1.16729 -0.40132 -1.69282
C 1.20184 -0.02949 -3.16084
O 1.79899 -1.39907 -1.34769
C -0.36841 0.14671 0.33635
O -0.49045 -1.04846 0.76529
C -1.08638 1.18620 0.98603
H -3.02170 5.04751 1.29630
H -2.61079 4.42538 -0.30604
H -1.37762 5.28777 0.69245
H -0.15319 3.94337 -0.75901
H 1.12933 2.26101 -1.93969
H 0.27812 0.46626 -3.47057
H 1.29991 -0.94143 -3.75960
H 2.06312 0.61393 -3.35453
H -1.71703 0.90838 1.83235
Cl 0.20472 -5.36473 0.39427
C 0.30772 -4.68207 2.03561
Cl -1.02369 -3.52616 2.28408
C 1.62769 -3.99638 2.22639
O 2.39310 -4.37942 3.09666
O 1.98124 -2.95623 1.44426
H 0.19484 -5.51013 2.76784
H -0.08567 -3.65280 -0.68008
*
```

Here are the natural (NBO) charges for atoms 1 to 4, given in e: 1.75, -0.27, -0.48, 0.46

***

Record 3
Computed, not measured: C8H32InO8 as an isolated structure at a distorted geometry, with ωB97M-V with the def2-TZVPD basis set.

## Properties
HOMO energy in eV: -20.7
Relative energy (zero: lowest compared OMol25 entry of this formula, charge and spin) in eV: 0.006
Strongest force on any atom in eV/Å: 3.9

The geometry in ORCA input format:
```
! RIJCOSX wB97M-V def2-TZVPD def2/J DEFGRID3
* xyz 3 1
In -11.14000 -9.40100 -35.11400
C -11.54100 -10.09600 -31.79000
O -11.97400 -9.94500 -33.11300
H -11.57200 -11.13200 -31.50200
H -12.24800 -9.69900 -31.02400
H -10.50800 -9.70400 -31.70900
H -12.94100 -10.03300 -32.85900
C -8.58600 -11.33800 -34.71000
O -9.65000 -10.68500 -34.12900
H -7.82000 -10.70100 -35.16000
H -9.05700 -12.02500 -35.31800
H -8.22900 -11.89700 -33.82000
H -9.70900 -11.17400 -33.28500
C -11.87500 -10.55600 -37.96900
O -10.82300 -10.27800 -37.02800
H -12.15400 -11.59100 -37.83900
H -11.52000 -10.35700 -38.92900
H -12.80900 -10.05500 -37.88800
H -10.02800 -10.47800 -37.54200
C -10.93500 -6.33600 -36.60600
O -11.62800 -7.59600 -36.51900
H -10.24100 -6.04400 -35.78100
H -11.60700 -5.51100 -36.72800
H -10.31900 -6.37400 -37.48600
H -12.39700 -7.44900 -37.07800
C -13.00400 -12.36300 -34.35900
O -12.03800 -11.83700 -35.22200
H -13.79800 -11.69700 -34.06100
H -12.48700 -12.75100 -33.46600
H -13.55100 -13.19900 -34.72300
H -11.66000 -12.58000 -35.68200
C -14.26900 -8.66100 -34.88300
O -13.22500 -9.41200 -35.50000
H -15.03300 -9.32300 -34.57500
H -14.82600 -7.88500 -35.42500
H -13.95400 -8.32400 -33.86700
H -13.63900 -9.97700 -36.15400
C -10.25800 -7.34100 -33.13500
O -11.33100 -7.64600 -33.97200
H -9.64500 -8.17600 -32.95700
H -10.54400 -6.82800 -32.23700
H -9.53800 -6.65900 -33.58900
H -11.99800 -6.85100 -33.95800
C -8.48700 -8.25100 -36.70600
O -9.19000 -8.61500 -35.54400
H -9.15900 -8.39800 -37.51300
H -7.55100 -8.76000 -36.81500
H -8.33000 -7.21200 -36.66300
H -8.57800 -8.44700 -34.84300
*
```

Here are the natural (NBO) charges for atoms 1 to 4, given in e: 2.06, -0.30, -0.77, 0.21

***

Record 4
Computed, not measured: a 13-piece molecular cluster, C58H153N11O20 overall at a distorted geometry, with ωB97M-V with the def2-TZVPD basis set.

## Properties
HOMO energy in eV: -8.2
Strongest force on any atom in eV/Å: 3.7

The geometry in ORCA input format:
```
! RIJCOSX wB97M-V def2-TZVPD def2/J DEFGRID3
* xyz 0 1
C -3.64788 -5.87307 -3.77442
C -2.90289 -6.59700 -2.67827
C -3.82051 -7.02856 -1.52514
O -4.78282 -6.00602 -1.13143
C -5.47417 -6.46362 0.00108
N -2.33687 -7.76442 -3.34356
H -3.12282 -5.50325 -4.65513
H -4.14376 -4.95092 -3.47138
H -4.43281 -6.48964 -4.21244
H -2.09150 -5.91755 -2.41735
H -3.25580 -7.37311 -0.65883
H -4.35665 -7.94455 -1.77335
H -6.18386 -5.70571 0.33274
H -4.76702 -6.73892 0.78354
H -5.92672 -7.39136 -0.34908
H -1.57714 -8.04629 -2.74069
H -1.92529 -7.54534 -4.23950
C 4.46836 -3.28898 3.56030
C 3.40752 -4.30670 3.70931
C 3.02219 -4.62415 5.18330
O 4.17834 -5.04752 5.86539
C 4.68363 -6.40742 5.66104
N 2.22585 -3.77432 3.19412
H 5.32601 -3.50641 4.19689
H 4.14829 -2.29376 3.86879
H 4.81133 -3.22431 2.52769
H 3.55868 -5.27081 3.22377
H 2.27858 -5.41877 5.12233
H 2.46384 -3.82991 5.67881
H 5.09672 -6.66243 4.68512
H 3.93065 -7.13885 5.95455
H 5.45786 -6.47920 6.42493
H 2.01697 -2.84166 3.52064
H 1.46046 -4.33930 3.53337
C -1.39760 -5.80338 2.75888
C -1.30305 -4.37822 3.35638
C -2.65102 -3.86490 3.84595
O -3.38450 -4.81781 4.58863
C -4.71049 -4.34796 4.96609
N -0.34124 -4.39635 4.47491
H -2.09845 -5.87209 1.92690
H -1.67075 -6.58435 3.46851
H -0.49700 -6.16572 2.26317
H -0.83330 -3.80082 2.56011
H -3.24388 -3.70994 2.94451
H -2.67368 -2.89372 4.34030
H -5.36078 -4.30913 4.09217
H -4.69599 -3.39541 5.49574
H -5.05505 -5.15380 5.61415
H -0.89921 -4.94299 5.11518
H -0.25597 -3.47168 4.87219
C 3.62542 -4.67666 -0.30984
C 4.80518 -5.43821 -0.91130
C 5.79703 -5.83603 0.19255
O 6.41915 -4.77673 0.82979
C 7.00588 -5.06038 1.99945
N 4.32220 -6.57863 -1.68038
H 3.96141 -3.80707 0.25500
H 3.03775 -5.29537 0.36836
H 2.91332 -4.34422 -1.06514
H 5.27755 -4.87045 -1.71293
H 6.62476 -6.38142 -0.26079
H 5.28762 -6.44853 0.93649
H 6.28770 -5.38737 2.75138
H 7.47997 -4.18109 2.43556
H 7.67213 -5.91210 1.86236
H 3.97217 -7.25782 -1.01988
H 3.54927 -6.24837 -2.24036
C 2.91327 -1.18199 -4.87256
C 2.14054 -0.67202 -3.65488
C 0.65907 -0.74680 -3.91073
O 0.15034 -2.07720 -4.21465
C -1.22126 -2.03933 -4.55328
N 2.48686 -1.50874 -2.51466
H 2.71824 -0.71916 -5.83996
H 2.66379 -2.23587 -4.99590
H 3.97525 -1.00700 -4.70027
H 2.38101 0.37974 -3.49969
H 0.45788 -0.36398 -4.91127
H 0.10523 -0.24566 -3.11688
H -1.68052 -3.02775 -4.56807
H -1.34563 -1.73820 -5.59345
H -1.82230 -1.36286 -3.94564
H 1.93469 -2.34765 -2.62158
H 2.07984 -1.05078 -1.71173
C -3.93700 -0.77700 2.32424
C -5.35431 -1.41791 2.53203
C -6.06339 -0.70464 3.67963
O -5.35300 -0.68911 4.91555
C -6.15399 -0.29318 6.00569
N -6.06515 -1.24073 1.28268
H -3.89409 0.30846 2.23457
H -3.50873 -1.21672 1.42350
H -3.29647 -1.10161 3.14427
H -5.14677 -2.47645 2.68858
H -7.02818 -1.18487 3.84290
H -6.37348 0.32383 3.49471
H -7.15146 -0.73209 6.02843
H -6.33602 0.78132 5.98581
H -5.63422 -0.61790 6.90708
H -6.96185 -1.70241 1.33645
H -5.58756 -1.62564 0.48028
C 6.27680 -1.31901 0.36491
C 5.10113 -1.57886 -0.49163
O 4.91399 -0.60087 -1.48244
O 6.20426 -0.08022 1.07747
H 7.15460 -1.43908 -0.27002
H 6.21849 -2.15444 1.06259
H 4.22717 -1.53405 0.15820
H 5.10063 -2.55626 -0.97411
H 4.05920 -0.80603 -1.86824
H 5.50515 0.49619 0.76027
C 3.41220 2.47197 2.02126
C 4.38014 1.95828 3.11863
O 4.22355 2.71428 4.31508
O 3.26417 1.69134 0.90056
H 3.77377 3.47382 1.78964
H 2.46352 2.60042 2.54241
H 5.36362 2.17959 2.70404
H 4.34395 0.89630 3.36149
H 4.71178 2.23407 4.98787
H 2.69040 2.23164 0.35241
C -1.10776 3.27380 2.69199
O -2.51518 3.45065 2.84569
C -2.98612 4.77456 2.69414
C -4.46477 4.86802 3.28402
N -4.46177 4.70977 4.71948
C -5.81695 4.58776 5.18087
C -6.00304 4.24256 6.66070
O -5.53210 5.11108 7.65326
C -5.92340 6.43567 7.44305
H -0.52037 3.91625 3.34798
H -0.70683 3.52525 1.71010
H -0.86550 2.25516 2.99496
H -3.02374 5.13768 1.66710
H -2.33390 5.43908 3.26081
H -5.02819 4.04004 2.85380
H -4.83667 5.84662 2.98048
H -4.10105 3.78942 4.92668
H -6.37574 3.84065 4.61720
H -6.36524 5.49454 4.92548
H -5.49206 3.30175 6.86535
H -7.06943 4.06473 6.79957
H -5.48113 6.84793 6.53610
H -5.60886 7.09634 8.25094
H -7.01056 6.49848 7.49054
C 5.97963 1.91022 -3.62317
O 6.17159 2.91512 -2.63952
C 5.58456 2.62919 -1.34140
C 5.90294 3.70424 -0.27788
N 4.98412 4.83129 -0.30465
C 5.34508 5.69586 -1.40521
C 4.42348 6.95353 -1.32379
O 4.91428 7.85436 -2.28266
C 4.16799 9.03716 -2.34605
H 6.48245 0.98409 -3.34467
H 6.27901 2.24665 -4.61579
H 4.90049 1.78947 -3.71794
H 5.94781 1.65531 -1.01322
H 4.50462 2.49928 -1.41182
H 6.94223 4.02939 -0.32533
H 5.73972 3.33224 0.73359
H 4.94604 5.42419 0.51212
H 5.19060 5.27908 -2.40046
H 6.40184 5.91131 -1.24728
H 4.64154 7.36318 -0.33752
H 3.37921 6.65690 -1.42189
H 4.64409 9.69085 -3.07688
H 3.97132 9.51000 -1.38384
H 3.17223 8.82083 -2.73308
C 1.54803 3.74120 -1.37878
O 1.29831 2.60956 -0.47778
C 0.50800 1.62737 -1.11468
C 0.32837 0.35002 -0.27206
N 1.52690 -0.41272 -0.08956
C 1.25118 -1.66433 0.68661
C 0.38157 -2.73186 -0.05224
O -1.01174 -2.61957 0.27037
C -1.88022 -3.35658 -0.66089
H 0.68682 4.04973 -1.97141
H 2.27697 3.49536 -2.15099
H 1.87592 4.65056 -0.87513
H 0.99430 1.53360 -2.08567
H -0.49280 2.03804 -1.24825
H -0.48241 -0.22960 -0.71337
H -0.15974 0.70742 0.63463
H 2.16941 0.21251 0.37557
H 0.75258 -1.35843 1.60635
H 2.24281 -2.03341 0.94846
H 0.75496 -3.68070 0.33296
H 0.56712 -2.67563 -1.12486
H -1.68273 -4.42842 -0.67611
H -1.79516 -2.92258 -1.65715
H -2.87461 -3.20999 -0.23923
C 1.45736 2.59849 -6.17882
O 1.23619 3.80890 -5.42147
C 2.35933 4.66397 -5.31626
C 2.12164 5.86513 -4.47493
N 1.18507 6.80841 -5.03050
C -0.17281 6.28102 -5.03816
C -1.21034 7.35292 -5.55046
O -1.08535 7.59211 -6.88612
C -1.60416 8.85192 -7.33076
H 2.26113 1.99829 -5.75242
H 1.89565 2.89052 -7.13313
H 0.59349 1.97156 -6.39967
H 2.47488 5.10237 -6.30750
H 3.28636 4.11844 -5.13985
H 3.08034 6.37007 -4.35653
H 1.85806 5.67723 -3.43411
H 1.52627 6.90545 -5.97616
H -0.41697 6.15911 -3.98287
H -0.33587 5.42806 -5.69691
H -1.06358 8.31517 -5.05992
H -2.22414 7.07680 -5.26053
H -2.68440 8.86246 -7.18562
H -1.40005 9.11831 -8.36782
H -1.22034 9.68668 -6.74428
C -2.66422 3.88677 -3.27625
O -2.83382 2.82007 -2.44061
C -3.87188 3.10014 -1.48255
C -3.95870 1.95129 -0.38043
N -4.74679 0.82569 -0.86157
C -4.08689 -0.07012 -1.75723
C -5.07202 -1.18615 -2.29710
O -5.24206 -2.16015 -1.27178
C -6.15200 -3.12991 -1.78178
H -1.66242 3.80723 -3.69837
H -2.78951 4.87616 -2.83632
H -3.50657 3.77013 -3.95812
H -4.85880 3.09962 -1.94524
H -3.81033 4.02786 -0.91365
H -4.44502 2.37177 0.49979
H -2.97819 1.63361 -0.02576
H -5.16279 0.33016 -0.08601
H -3.25117 -0.54387 -1.24221
H -3.71352 0.40316 -2.66537
H -4.59699 -1.68692 -3.14071
H -6.06577 -0.84434 -2.58647
H -7.16227 -2.76031 -1.95740
H -6.25907 -3.86947 -0.98824
H -5.68979 -3.48354 -2.70341
*
```

Here are the Löwdin charges for atoms 1 to 4, given in e: -0.08, -0.43, -0.16, -0.21

***

Which formula does entry 1 have? C2H4ClNS

***

Which of these has the highest strongest force on any atom? C11H11Cl2O5W

***

strongest force on any atom of number 3 (C8H32InO8)? 3.9 eV/Å

***

What did the first record say?
Computed, not measured: one molecule with the formula C2H4ClNS at a distorted geometry, with ωB97M-V with the def2-TZVPD basis set.

## Properties
Structure (SMILES): CS/C=N/Cl
HOMO energy in eV: -9.1
Relative energy (zero: lowest compared OMol25 entry of this formula, charge and spin) in eV: 2.679
Strongest force on any atom in eV/Å: 3.5

The geometry in ORCA input format:
```
! RIJCOSX wB97M-V def2-TZVPD def2/J DEFGRID3
* xyz 0 1
C -1.89548 -0.29237 0.36386
S -0.42851 0.70753 -0.39571
C 1.29540 0.36231 -0.56876
N 1.99845 -0.48170 0.07105
Cl 3.66673 -0.10375 0.06629
H -2.76031 0.08101 -0.29299
H -1.61702 -1.37210 0.36274
H -2.07176 -0.00840 1.46247
H 1.81249 1.10748 -1.06896
*
```

Here are the natural (NBO) charges for atoms 1 to 4, given in e: -0.68, 0.16, -0.06, -0.43